Record 1
Formula: C54H46AsBClF2NdO3S3
Source: the Open Molecules 2025 dataset
Level of theory: ωB97M-V/def2-TZVPD

Structure (ORCA input):
```
! RIJCOSX wB97M-V def2-TZVPD def2/J DEFGRID3
* xyz 0 4
Nd -3.0320 -0.7537 0.3680
S -4.3027 -0.4919 -2.1431
C -4.0937 -1.9468 -3.0469
C -5.2146 -2.6387 -3.6248
C -4.9501 -3.6565 -4.5221
C -3.6316 -4.0727 -4.8013
C -2.5716 -3.4723 -4.2156
C -2.7979 -2.3879 -3.3409
As -1.3938 -1.2420 -2.7478
C 0.1148 -2.0708 -3.6567
C 0.6135 -1.6855 -4.8984
C 1.6240 -2.4349 -5.4944
C 2.1436 -3.5400 -4.8293
C 1.6815 -3.9111 -3.5770
C 0.6376 -3.1949 -2.9818
C -1.5805 0.1830 -4.1288
C -0.7542 1.2800 -4.0470
C -0.5829 2.1607 -5.0996
C -1.3763 1.9395 -6.1734
C -2.3340 0.9378 -6.2526
C -2.4299 0.0172 -5.2236
H -6.2200 -2.3038 -3.3886
H -5.7476 -4.1768 -4.9810
H -3.4938 -4.8775 -5.4650
H -1.5189 -3.7330 -4.4288
H 0.1713 -0.8362 -5.4491
H 1.9389 -2.1549 -6.4875
H 2.9314 -4.1418 -5.2640
H 2.0970 -4.7741 -3.0428
H 0.1770 -3.5616 -2.0625
H -0.1332 1.3784 -3.1741
H 0.1172 2.9844 -4.9911
H -1.3354 2.6518 -7.0143
H -2.9845 0.8928 -7.0827
H -3.1033 -0.8409 -5.2679
C 6.8790 -0.0580 -2.0071
C 5.5046 -0.1220 -1.3413
C 4.4179 -0.6114 -2.0391
C 3.2212 -0.8304 -1.3855
C 3.1417 -0.5252 -0.0214
C 4.2166 -0.0838 0.6756
C 5.3908 0.1114 0.0054
S 1.5413 -0.6399 0.8769
O 1.8762 -0.8586 2.2934
C 1.1348 1.1214 0.6642
C 0.8137 1.5169 -0.6561
C 0.4366 2.7914 -0.9448
C 0.3878 3.7436 0.1048
C 0.0707 5.0952 -0.1434
C -0.2303 5.9369 0.8566
C -0.2475 5.4488 2.2118
C 0.2661 4.2141 2.5149
C 0.5601 3.3113 1.4447
C 1.0136 1.9928 1.6830
C 1.1237 1.5761 3.0913
C 2.3540 1.9118 3.7415
C 3.4172 2.6129 3.1340
C 4.5482 2.9110 3.8205
C 4.6442 2.6011 5.1807
C 3.6892 1.8626 5.8101
C 2.5359 1.4978 5.0863
C 1.5095 0.8381 5.7921
C 0.3085 0.6850 5.2151
C 0.1434 0.9659 3.8238
S -1.4661 0.6345 3.1680
O -1.2043 0.1109 1.7351
C -1.7509 -0.8364 4.1025
C -0.8517 -1.8515 3.7983
C -1.0227 -3.0966 4.3638
C -2.1513 -3.3741 5.1177
C -2.4204 -4.7696 5.5708
C -3.1063 -2.3661 5.3566
C -2.8901 -1.0736 4.8608
H 7.2600 -1.0998 -2.1132
H 7.5791 0.5062 -1.4129
H 6.7620 0.4133 -2.9915
H 4.4998 -0.7842 -3.0680
H 2.3576 -1.2834 -1.8589
H 4.1304 0.1613 1.7370
H 6.2719 0.4035 0.6158
H 0.8290 0.7984 -1.4314
H 0.2081 3.0364 -1.9947
H 0.0272 5.4259 -1.1823
H -0.5510 6.9356 0.6923
H -0.6712 6.0390 3.0334
H 0.3506 3.9227 3.5465
H 3.4009 2.8972 2.0484
H 5.3714 3.4098 3.3525
H 5.5432 2.8487 5.7802
H 3.8469 1.6435 6.8525
H 1.6465 0.5579 6.8197
H -0.4954 0.2272 5.7516
H 0.0322 -1.6926 3.2144
H -0.3264 -3.9093 4.2527
H -3.3017 -5.2520 5.1028
H -2.5609 -4.7728 6.6447
H -1.5374 -5.4102 5.3410
H -4.0556 -2.5911 5.7776
H -3.6132 -0.3027 5.2137
F -1.8348 -4.0896 1.7342
B -1.6630 -2.7694 1.4346
F -0.7701 -2.8123 0.3457
Cl -5.2576 -0.5814 2.0429
C -4.2856 0.9576 1.5832
H -4.3094 1.6221 2.4432
H -4.9079 1.4267 0.7894
C -2.6788 2.9895 -0.6056
O -2.9424 1.6856 -1.0644
H -3.6036 3.5240 -0.4318
H -2.0869 3.5986 -1.3129
H -2.1454 2.9273 0.3131
H -2.9890 1.4734 -2.0207
*
```

Properties
Electronic energy ... -6987.60613 Ha
⟨S²⟩ ... 3.755
Frontier orbital gap (spin up / spin down) ... 7.25 / 7.22 eV

Record 2
Formula: C11H25N2O3PS
Source: the Open Molecules 2025 dataset
Level of theory: ωB97M-V/def2-TZVPD

Structure (ORCA input):
```
! RIJCOSX wB97M-V def2-TZVPD def2/J DEFGRID3
* xyz 0 1
C 4.2158 -2.3210 0.5774
C 3.3302 -1.8352 -0.2241
C 1.8683 -2.1623 -0.0780
N 1.3338 -1.9353 1.2738
C -0.0597 -1.5393 1.3080
C -0.2725 -0.0942 0.7965
O 0.9115 0.6540 0.9710
C 0.8381 1.9621 0.4502
C -0.1991 2.8777 1.1183
C -1.6131 2.8958 0.5239
N -2.5138 3.6901 1.4106
P 0.6754 2.0127 -1.4396
O 1.4885 0.6250 -1.8454
O 1.7400 3.1999 -1.8812
C -1.0224 -2.5314 0.6364
S -2.7070 -1.8468 0.3237
C -2.8216 -1.8677 -1.4980
C -2.7702 -0.4783 -2.1409
H 5.2398 -2.3276 0.2413
H 3.9812 -2.6595 1.5722
H 3.6136 -1.1931 -1.0386
H 1.7823 -3.2301 -0.2974
H 1.2600 -1.6775 -0.8273
H 1.4616 -2.7769 1.8200
H -0.3372 -1.5196 2.3599
H -0.5958 -0.1612 -0.2436
H -1.0335 0.3323 1.4399
H 1.8154 2.4078 0.6588
H 0.1813 3.8926 0.9938
H -0.2348 2.7188 2.1904
H -1.6565 3.3645 -0.4526
H -2.0620 1.9119 0.4540
H -1.9572 4.2289 2.0657
H -3.0245 3.0444 2.0039
H 2.4186 0.8100 -2.0508
H 2.6234 2.9602 -1.5460
H -1.1826 -3.3809 1.2882
H -0.6678 -2.8951 -0.3215
H -3.7531 -2.3469 -1.7771
H -2.0351 -2.4871 -1.9084
H -3.7623 -0.0838 -2.3230
H -2.2795 0.2541 -1.5115
H -2.2176 -0.4922 -3.0729
*
```

Properties
Electronic energy ... -1508.83894 Ha
SMILES ... C=CCN[C@@H](CO[C@H](CCN)P(O)O)CSCC
Frontier orbital gap ... 8.80 eV

Record 3
Formula: C5H10N2O2
Source: the Open Molecules 2025 dataset
Level of theory: ωB97M-V/def2-TZVPD

Structure (ORCA input):
```
! RIJCOSX wB97M-V def2-TZVPD def2/J DEFGRID3
* xyz 0 1
O 2.1289 1.4238 -0.5771
C 1.7644 0.4780 -0.1288
O 2.6725 -0.4343 0.4367
C 0.3274 0.1156 0.2854
C -0.6916 1.1969 -0.1814
N -2.0472 0.7480 -0.3705
C -2.3772 -0.3779 0.4500
C -1.4202 -1.5272 0.1992
N -0.1703 -1.1627 -0.2675
H 2.4688 -1.5008 0.7639
H 0.5279 -0.0205 1.2803
H -0.4107 2.2517 0.4874
H -0.1848 1.7756 -1.0502
H -2.3590 0.7721 -1.3977
H -3.2847 -0.6498 0.0659
H -2.1508 0.0687 1.6447
H -1.9061 -2.5140 -0.5387
H -1.5064 -2.3171 1.1626
H 0.3006 -2.1904 -0.5756
*
```

Properties
Electronic energy ... -456.31439 Ha
SMILES ... O=C(O)[C@H]1CNCCN1
Frontier orbital gap ... 8.72 eV

Record 4
Formula: C2H5IN2
Source: the Open Molecules 2025 dataset
Level of theory: ωB97M-V/def2-TZVPD

Structure (ORCA input):
```
! RIJCOSX wB97M-V def2-TZVPD def2/J DEFGRID3
* xyz 0 1
N -0.9379 -1.2933 -0.4454
N 0.2987 -0.6106 -0.1562
C 0.4135 0.4592 0.9136
C 0.2913 0.8112 -0.6303
I 2.2750 1.2368 -1.4278
H -1.7375 -0.8831 -0.2264
H -0.8726 -2.2328 -0.0672
H 1.3631 0.4316 1.5136
H -0.4592 0.6954 1.4694
H -0.6345 1.3855 -0.9432
*
```

Properties
Electronic energy ... -486.29437 Ha
SMILES ... NN1C[C@H]1I
Frontier orbital gap ... 9.36 eV

Record 5
Formula: C3H9N2O2
Source: the Open Molecules 2025 dataset
Level of theory: ωB97M-V/def2-TZVPD

Structure (ORCA input):
```
! RIJCOSX wB97M-V def2-TZVPD def2/J DEFGRID3
* xyz -1 1
C 0.2594 -2.2133 1.2501
N 1.2167 -1.7876 0.4240
O 0.4167 -2.8484 2.2912
H -0.7443 -1.9730 0.8656
H 2.1541 -2.0163 0.7166
H 0.9377 -1.0694 -0.3771
C 0.2190 1.1364 -0.7135
O 0.3025 -0.0968 -1.2956
C -1.0052 1.9052 -1.2241
N -1.1719 3.1982 -0.5447
H 0.1324 1.0953 0.4008
H 1.1021 1.7805 -0.9115
H -0.8695 2.0812 -2.2929
H -1.8773 1.2492 -1.1092
H -1.9372 3.7253 -0.9400
H -1.4053 3.0849 0.4348
*
```

Properties
Electronic energy ... -379.72893 Ha
Frontier orbital gap ... 7.75 eV

Record 6
Formula: C3HNO3
Source: the Open Molecules 2025 dataset
Level of theory: ωB97M-V/def2-TZVPD

Structure (ORCA input):
```
! RIJCOSX wB97M-V def2-TZVPD def2/J DEFGRID3
* xyz 0 3
C -0.8211 0.8193 -0.3262
C 2.0865 -0.1039 0.5143
C -1.3415 -0.4741 -0.2644
N -0.6899 1.9323 -0.4681
O 2.4760 -0.4315 -0.5003
O -1.7552 -1.0756 -1.2279
O 1.5138 0.1126 1.4843
H -1.4686 -0.7791 0.7885
*
```

Properties
Electronic energy ... -395.25946 Ha
⟨S²⟩ ... 2.012
Frontier orbital gap (spin up / spin down) ... 8.71 / 8.64 eV

Record 7
Formula: C2H2FN3O
Source: the Open Molecules 2025 dataset
Level of theory: ωB97M-V/def2-TZVPD

Structure (ORCA input):
```
! RIJCOSX wB97M-V def2-TZVPD def2/J DEFGRID3
* xyz 0 1
N -1.9931 -0.3306 0.0215
C -0.6442 -0.3389 -0.0437
O 0.0447 -1.4525 -0.0857
N 1.4946 -1.0371 0.0582
N 1.5176 0.2435 0.0926
C 0.2524 0.7213 -0.0730
F -0.0285 2.0141 -0.0409
H -2.4347 0.2903 0.6317
H -2.4491 -1.2215 -0.0848
*
```

Properties
Electronic energy ... -416.71152 Ha
SMILES ... Nc1onnc1F
Frontier orbital gap ... 9.61 eV

Record 8
Formula: C25H24N5O3S3Ti
Source: the Open Molecules 2025 dataset
Level of theory: ωB97M-V/def2-TZVPD

Structure (ORCA input):
```
! RIJCOSX wB97M-V def2-TZVPD def2/J DEFGRID3
* xyz 0 2
Ti 0.2650 1.1300 0.5872
C -1.9547 -0.8305 -0.6288
N -1.6451 0.6210 -0.4975
C -1.3339 1.2050 -1.8346
C -0.8347 2.6302 -1.6629
N 0.4475 2.6331 -0.8888
C 1.6122 2.5088 -1.8190
C 0.6475 3.7901 0.0211
C 0.0518 5.0111 -0.2620
C 0.2718 6.0889 0.5759
C 1.0938 5.9393 1.6872
C 1.6935 4.7222 1.9581
C 1.4824 3.6178 1.1325
S 2.2356 2.0446 1.4888
C -2.7946 1.2913 0.1397
C -3.9949 1.3981 -0.5528
C -5.0886 2.0024 0.0411
C -4.9746 2.4892 1.3381
C -3.7807 2.3683 2.0265
C -2.6666 1.7631 1.4406
S -1.1418 1.6528 2.3616
H -1.1413 -1.3370 -1.1444
H -2.8780 -0.9758 -1.1883
H -2.0694 -1.2530 0.3662
H -2.2089 1.2106 -2.4863
H -0.5829 0.5719 -2.3120
H -1.5801 3.1939 -1.1059
H -0.6929 3.1112 -2.6310
H 1.6794 3.4067 -2.4336
H 1.4774 1.6389 -2.4618
H 2.5197 2.3932 -1.2359
H -0.5785 5.1304 -1.1338
H -0.1919 7.0420 0.3593
H 1.2683 6.7796 2.3468
H 2.3296 4.6033 2.8257
H -4.0875 1.0008 -1.5561
H -6.0211 2.0856 -0.5009
H -5.8227 2.9631 1.8157
H -3.6949 2.7486 3.0368
O 0.9024 -7.5588 -2.6540
S 2.2709 -7.0807 -2.5977
O 2.5207 -5.8600 -3.3406
O 3.2912 -8.0951 -2.7070
C 2.3855 -6.5325 -0.8822
N 2.6541 -7.4185 0.0980
C 2.6913 -6.9609 1.3353
C 2.4387 -5.6323 1.6728
C 2.1678 -4.8167 0.5999
N 2.1557 -5.2357 -0.6503
C 1.8148 -3.3612 0.7116
C 1.3094 -2.7799 1.8612
C 0.8639 -1.4701 1.8231
N 0.9224 -0.7421 0.6993
C 1.4799 -1.2860 -0.3973
C 1.9301 -2.5789 -0.4371
H 2.9174 -7.6830 2.1147
H 2.4729 -5.2900 2.6976
H 1.2039 -3.3411 2.7797
H 0.4305 -0.9905 2.6891
H 1.5432 -0.6577 -1.2815
H 2.3182 -3.0191 -1.3472
*
```

Properties
Electronic energy ... -3510.64167 Ha
⟨S²⟩ ... 0.757
Frontier orbital gap (spin up / spin down) ... 6.01 / 5.96 eV